(1)
ORCA calculation (the ωB97M-V functional and the def2-TZVPD basis) on an isolated molecule of C18H28N2O5S in a non-equilibrium geometry.

As for the gap between HOMO and LUMO: 9.631 eV. The energy above the lowest of the compared OMol25 structures with the same formula, charge and spin is 0.808 eV. Its net charge is 0. The total energy comes out at -1586.57083 a.u.

The geometry in XYZ format:
```
54
Properties=species:S:1:pos:R:3:forces:R:3:nbo_charge:R:1
C 3.714 2.799 -0.837 0.230 0.209 0.053 -0.2609
O 2.500 2.476 -1.500 -0.474 -0.007 -0.133 -0.5240
C 1.345 2.622 -0.793 0.053 0.240 -0.273 0.3954
C 0.355 3.445 -1.337 0.262 -0.146 0.010 -0.2569
C -0.868 3.605 -0.717 0.074 -0.083 0.151 -0.1616
C -1.138 2.979 0.496 0.426 0.066 0.079 -0.0262
C -2.492 3.068 1.135 -0.209 -0.253 -0.295 -0.5110
C -3.273 1.857 0.601 0.029 0.561 0.580 0.6920
O -4.049 1.938 -0.323 -0.177 0.018 -0.436 -0.6208
N -2.984 0.709 1.248 0.071 -0.381 0.335 -0.6116
C -3.295 -0.590 0.691 0.140 -0.137 -0.220 -0.2323
C -2.082 -1.135 -0.070 -0.182 -0.186 -0.049 -0.4084
C -2.237 -2.571 -0.590 -0.041 0.084 0.082 -0.2087
C -2.259 -3.587 0.550 0.106 0.133 -0.248 -0.6088
C -3.471 -2.726 -1.475 0.323 0.005 0.038 -0.6093
C -0.157 2.155 1.031 -0.243 0.195 0.022 -0.1800
C 1.052 1.952 0.392 0.502 -0.604 0.076 -0.4162
S 2.081 0.685 1.144 0.040 0.021 -0.369 2.3225
O 1.179 -0.180 1.863 -0.067 0.063 -0.114 -0.9572
O 3.160 1.269 1.890 0.119 -0.018 -0.039 -0.9418
N 2.739 -0.071 -0.191 -0.453 0.680 0.908 -0.6802
C 1.810 -0.915 -0.916 -0.371 -0.465 -0.125 -0.2607
C 1.748 -2.318 -0.303 -0.263 0.151 -0.081 -0.0951
O 3.035 -2.888 -0.210 0.106 -0.100 -0.144 -0.5227
C 3.886 -2.093 0.587 0.207 0.216 -0.002 -0.0880
C 4.038 -0.692 -0.009 0.380 -0.285 0.380 -0.2591
H 3.830 3.888 -0.790 0.006 -0.073 -0.005 0.1767
H 3.764 2.388 0.171 0.064 0.105 -0.153 0.2035
H 4.509 2.377 -1.448 0.023 0.025 0.040 0.1938
H 0.569 3.941 -2.270 0.058 0.043 -0.092 0.2296
H -1.624 4.224 -1.176 -0.087 0.074 -0.059 0.2244
H -2.424 3.027 2.221 0.010 0.047 0.042 0.2240
H -3.010 3.975 0.828 -0.031 -0.077 0.066 0.2415
H -2.244 0.716 1.934 -0.093 0.129 -0.071 0.3893
H -4.143 -0.451 0.020 0.014 -0.084 0.131 0.2325
H -3.578 -1.259 1.507 -0.085 0.004 -0.076 0.1951
H -1.893 -0.468 -0.915 0.037 0.082 0.000 0.2075
H -1.209 -1.091 0.589 0.066 0.054 0.018 0.2055
H -1.351 -2.775 -1.203 -0.039 -0.005 0.013 0.1926
H -3.158 -3.479 1.151 -0.110 -0.022 0.119 0.1992
H -1.392 -3.459 1.194 0.097 -0.036 0.142 0.2082
H -2.242 -4.598 0.150 -0.021 -0.141 0.021 0.2112
H -3.489 -1.958 -2.245 -0.080 0.085 -0.132 0.2111
H -3.463 -3.699 -1.961 -0.071 -0.096 -0.062 0.2103
H -4.382 -2.649 -0.888 -0.162 0.014 0.046 0.2019
H -0.308 1.623 1.958 -0.147 -0.029 0.088 0.2313
H 0.830 -0.439 -0.885 -0.115 -0.101 -0.190 0.2236
H 2.153 -0.969 -1.954 -0.071 0.046 0.053 0.2130
H 1.163 -2.991 -0.931 -0.048 0.082 0.031 0.1964
H 1.294 -2.250 0.695 0.005 -0.078 -0.140 0.1893
H 4.846 -2.611 0.619 -0.028 0.086 0.073 0.1990
H 3.477 -2.007 1.605 0.081 -0.050 -0.047 0.1740
H 4.617 -0.052 0.656 0.173 -0.097 -0.097 0.2405
H 4.521 -0.748 -0.989 -0.034 0.036 0.055 0.2064
```
Positions in Å, forces in eV/Å.

---

(2)
ORCA calculation (the ωB97M-V functional and the def2-TZVPD basis) on a structure of composition C21H29BrNO7RuS in a non-equilibrium geometry.

As for the gap between HOMO and LUMO (alpha / beta): 4.726 / 4.697 eV. The energy above the lowest of the compared OMol25 structures with the same formula, charge and spin is 1.595 eV. Its spin multiplicity is 2. Its net charge is +2. The total energy comes out at -4465.42809 a.u.

The geometry in XYZ format:
```
61
Properties=species:S:1:pos:R:3:forces:R:3:lowdin_spin:R:1
Ru -0.116 -0.370 -0.540 0.153 -1.782 -1.008 0.8742
C 0.268 -1.554 2.311 0.042 -0.047 -0.032 0.0001
C 1.653 -1.829 1.771 0.075 -0.328 -0.145 0.0002
O 1.721 -1.297 0.427 -0.099 0.558 0.064 0.0065
C 2.983 -0.679 0.098 0.043 -0.308 -0.084 0.0004
C 2.726 0.473 -0.843 0.060 -0.139 -0.150 0.0003
O 1.795 1.282 -0.166 -0.229 -0.073 -0.422 -0.0046
C 1.251 2.391 -0.878 -0.086 0.099 0.065 0.0001
C 0.144 2.934 -0.001 -0.179 0.065 -0.007 0.0006
O -0.676 1.853 0.483 0.260 -0.099 -0.143 0.0248
C -0.881 1.904 1.910 -0.146 0.139 -0.028 0.0019
C -1.051 0.508 2.455 -0.034 0.015 0.039 0.0012
O -0.018 -0.249 1.841 -0.289 0.219 0.015 0.0323
H 0.257 -1.600 3.402 0.049 0.023 0.005 0.0007
H -0.457 -2.276 1.926 -0.039 0.010 0.029 0.0000
H 1.844 -2.902 1.737 0.095 0.006 -0.047 -0.0001
H 2.409 -1.343 2.384 -0.020 0.070 -0.013 0.0002
H 3.624 -1.408 -0.399 -0.024 -0.084 0.063 -0.0001
H 3.468 -0.312 1.001 -0.039 0.032 0.028 0.0003
H 2.312 0.506 -2.778 0.081 -0.052 -0.081 0.0000
H 3.644 1.019 -1.077 0.005 0.028 0.054 -0.0001
H 0.841 2.059 -1.836 0.068 0.013 -0.055 0.0000
H 2.007 3.162 -1.056 -0.010 0.006 -0.003 -0.0001
H -0.471 3.627 -0.578 -0.032 0.034 0.049 0.0001
H 0.570 3.472 0.844 0.013 -0.012 0.006 0.0001
H -1.770 2.498 2.132 0.025 0.060 -0.017 0.0006
H -0.015 2.374 2.375 0.034 -0.053 -0.005 0.0001
H -2.032 0.088 2.227 -0.007 -0.010 -0.022 0.0000
H -0.924 0.531 3.539 0.007 -0.028 0.006 0.0009
C -2.691 0.895 -5.340 -0.018 -0.027 0.042 -0.0002
C -2.767 0.299 -3.963 -0.086 0.071 -0.057 -0.0007
C -3.844 -0.484 -3.553 -0.012 -0.029 -0.016 0.0020
C -3.849 -1.071 -2.298 0.078 0.088 -0.044 -0.0007
C -2.756 -0.837 -1.497 -0.092 0.275 -0.323 -0.0001
Br -2.535 -1.685 0.157 0.405 -0.137 0.119 -0.0054
N -1.735 -0.048 -1.826 -0.008 0.041 0.267 -0.0096
C -1.749 0.501 -3.048 0.227 0.323 0.132 0.0008
H -3.685 1.038 -5.758 0.000 0.028 0.014 0.0000
H -2.149 0.226 -6.011 0.000 -0.004 0.009 -0.0001
H -2.176 1.855 -5.335 -0.008 -0.004 0.009 0.0000
H -4.680 -0.645 -4.223 0.013 -0.011 0.009 0.0001
H -4.662 -1.696 -1.958 0.015 -0.030 -0.003 -0.0002
H -0.910 1.144 -3.290 0.029 -0.074 0.001 -0.0001
C 4.559 -2.021 -6.929 -0.009 -0.037 0.008 0.0002
C 3.624 -2.276 -5.784 0.035 0.049 0.035 0.0009
C 2.368 -1.664 -5.732 -0.037 -0.042 -0.085 0.0000
C 1.490 -1.919 -4.695 0.283 -0.099 0.058 0.0014
C 1.908 -2.777 -3.683 0.252 0.370 0.157 0.0092
C 3.139 -3.427 -3.707 -0.073 0.237 -0.136 0.0017
C 3.993 -3.149 -4.757 0.020 -0.066 -0.111 0.0004
S 0.834 -3.093 -2.340 0.137 -2.010 -0.651 0.0219
O 1.585 -3.590 -1.209 0.322 0.132 0.421 0.0102
O -0.042 -1.907 -2.150 -1.014 2.348 1.718 0.0173
O 2.152 -0.064 -2.017 -0.207 0.210 0.275 0.0097
H 4.220 -1.196 -7.551 0.007 0.004 0.003 0.0000
H 4.630 -2.911 -7.558 -0.002 0.014 -0.003 0.0001
H 5.565 -1.801 -6.569 -0.002 0.009 -0.007 0.0000
H 2.073 -0.990 -6.527 0.019 -0.011 -0.026 0.0000
H 0.514 -1.453 -4.660 -0.018 -0.004 0.015 0.0002
H 3.424 -4.110 -2.919 -0.030 0.032 0.043 0.0001
H 4.965 -3.624 -4.788 -0.005 -0.006 -0.029 0.0001
```
Positions in Å, forces in eV/Å.

---

(3)
ORCA calculation (the ωB97M-V functional and the def2-TZVPD basis) on a structure of composition C33H30F3N3OPtS2Te.

As for the gap between HOMO and LUMO (alpha / beta): 6.213 / 7.531 eV. The energy above the lowest of the compared OMol25 structures with the same formula, charge and spin is 0.000 eV. Its spin multiplicity is 3. Its net charge is 0. The total energy comes out at -2998.31428 a.u.

The geometry in XYZ format:
```
74
Properties=species:S:1:pos:R:3:forces:R:3:lowdin_spin:R:1
Pt -0.036 0.972 0.801 0.010 0.596 -0.029 1.0681
S -3.140 -2.110 2.138 0.003 0.061 -0.020 0.0105
C -1.833 -2.981 1.465 -0.032 0.011 0.025 0.0118
C -0.842 -2.157 1.017 0.049 -0.074 0.074 0.0255
C -1.121 -0.772 1.213 0.068 -0.199 0.029 0.1757
C -2.351 -0.609 1.803 0.102 -0.075 -0.020 0.0174
C -2.851 0.700 2.177 -0.036 -0.002 0.107 0.0021
C -4.119 0.961 2.698 0.038 0.021 0.006 -0.0008
C -4.457 2.261 3.017 -0.042 -0.037 0.016 -0.0022
C -3.535 3.281 2.814 0.078 -0.004 -0.014 0.0011
C -2.299 2.942 2.293 -0.088 0.043 0.047 0.0093
N -1.966 1.692 1.990 0.074 -0.035 -0.177 0.0594
H -1.865 -4.059 1.425 -0.004 0.003 0.001 0.0018
H 0.055 -2.539 0.546 -0.021 0.002 -0.005 0.0024
H -4.821 0.150 2.840 0.000 0.003 0.002 0.0000
H -5.436 2.484 3.421 0.000 -0.003 -0.001 -0.0001
H -3.767 4.309 3.052 0.008 0.001 -0.003 0.0004
H -1.539 3.694 2.109 -0.005 0.004 -0.004 0.0031
Te 1.401 1.488 3.135 0.001 -0.304 0.138 0.1674
C 0.292 0.604 4.715 0.108 0.175 0.049 0.0177
C -0.359 -0.614 4.572 0.054 -0.108 -0.129 0.0050
C -1.110 -1.127 5.621 0.022 0.005 -0.003 -0.0003
C -1.215 -0.426 6.815 0.015 0.037 -0.011 0.0042
C -0.553 0.785 6.965 -0.026 -0.054 0.015 0.0002
C 0.203 1.296 5.920 -0.037 0.082 -0.074 0.0093
C 2.899 0.000 3.041 -0.103 0.032 0.006 0.0077
C 4.125 0.223 3.655 -0.006 0.052 0.018 0.0056
C 5.109 -0.753 3.604 -0.004 -0.027 -0.008 0.0001
C 4.866 -1.950 2.944 -0.011 0.004 0.002 0.0007
C 3.640 -2.171 2.332 0.027 0.009 0.023 0.0005
C 2.656 -1.195 2.376 -0.078 0.006 -0.017 0.0015
H -0.280 -1.170 3.646 -0.039 0.030 0.003 0.0008
H -1.614 -2.077 5.496 -0.012 -0.001 0.005 -0.0001
H -1.809 -0.824 7.628 0.008 -0.008 0.002 0.0003
H -0.619 1.331 7.898 -0.008 -0.001 0.000 -0.0001
H 0.724 2.238 6.044 -0.008 -0.002 0.005 0.0027
H 4.313 1.155 4.173 0.007 -0.002 -0.007 0.0034
H 6.066 -0.577 4.079 0.002 -0.004 0.001 -0.0001
H 5.636 -2.710 2.903 0.001 0.001 -0.002 0.0000
H 3.451 -3.099 1.808 -0.001 -0.003 -0.001 0.0001
H 1.707 -1.351 1.877 0.027 0.002 0.006 0.0012
F 1.636 1.477 -1.628 0.006 0.071 0.078 0.0236
C 1.753 1.015 -0.332 -0.102 -0.166 0.128 0.1084
F 2.417 -0.173 -0.479 -0.081 -0.029 -0.066 0.0085
F 2.696 1.855 0.218 0.065 0.010 0.010 0.0369
C -1.136 0.965 -6.693 0.039 0.037 0.031 0.0003
C -0.931 2.076 -5.666 0.014 -0.029 0.008 0.0006
C -1.703 1.861 -4.370 0.022 0.025 0.007 0.0064
N -1.268 0.639 -3.712 0.044 -0.093 0.107 0.0118
C -1.080 0.472 -2.403 -0.179 0.280 -0.327 0.0199
S -1.533 1.629 -1.267 -0.058 -0.058 0.026 0.1498
N -0.554 -0.713 -1.976 0.115 -0.172 0.124 0.0066
C 0.134 -1.742 -2.621 0.050 0.081 0.104 0.0004
O 0.247 -2.806 -2.060 -0.019 -0.100 -0.025 0.0011
C 0.765 -1.497 -3.950 0.005 -0.018 -0.144 0.0000
C 0.582 -2.456 -4.941 -0.004 0.004 -0.004 0.0001
C 1.187 -2.296 -6.178 0.021 0.020 -0.016 0.0000
C 1.999 -1.195 -6.413 -0.006 -0.027 -0.006 0.0001
C 2.203 -0.252 -5.414 0.016 -0.002 -0.008 0.0001
C 1.581 -0.392 -4.183 -0.009 -0.004 0.054 0.0005
H -0.581 1.177 -7.607 -0.014 -0.006 -0.001 0.0001
H -2.191 0.863 -6.955 -0.007 -0.014 0.009 0.0000
H -0.777 -0.003 -6.331 -0.004 0.019 -0.043 0.0000
H -1.252 3.031 -6.085 -0.018 -0.001 -0.016 0.0001
H 0.132 2.178 -5.431 -0.013 -0.017 0.006 0.0001
H -2.778 1.806 -4.569 -0.010 -0.003 0.009 0.0006
H -1.539 2.684 -3.679 0.004 0.023 0.034 0.0044
H -1.034 -0.132 -4.319 -0.004 0.013 0.032 0.0004
H -0.665 -0.861 -0.973 0.013 -0.017 -0.106 0.0054
H -0.027 -3.325 -4.729 -0.009 -0.008 0.001 0.0000
H 1.035 -3.035 -6.954 0.001 -0.005 -0.003 0.0000
H 2.480 -1.074 -7.375 0.003 -0.001 -0.003 0.0000
H 2.855 0.593 -5.591 -0.005 0.005 0.002 0.0000
H 1.740 0.338 -3.398 -0.015 -0.055 -0.064 0.0004
```
Positions in Å, forces in eV/Å.

---

Among the records above, which one has the highest net charge?
C21H29BrNO7RuS